# 1
Entry from OMol25: a cluster of 6 separate species, C30H35FN2O8 in total (ωB97M-V with the def2-TZVPD basis set).

Cartesian coordinates (Å):
1 H -2.79 0.54 5.89
2 H 2.92 4.53 -2.11
3 H 1.55 1.55 -0.54
4 H 0.36 0.69 1.64
5 H 5.77 2.83 -4.93
6 C 4.47 3.55 -2.91
7 H -1.42 -0.47 -4.81
8 C -2.99 -1.07 2.89
9 H 3.51 -5.34 3.47
10 H -0.13 0.19 -1.69
11 H -4.76 -0.81 5.48
12 H -4.67 4.05 1.30
13 O 1.08 -6.27 3.63
14 C 1.49 -5.22 2.83
15 C 1.67 -2.62 -3.82
16 H 0.23 -6.08 4.03
17 N -3.42 1.53 -0.56
18 C -1.45 0.77 4.35
19 C -4.55 2.31 -0.20
20 H -2.77 0.41 -2.26
21 C 3.35 3.54 -2.15
22 C -1.83 -0.47 2.31
23 C 2.85 -4.80 2.81
24 C 0.02 -0.89 -3.37
25 H -0.50 -2.36 -6.40
26 H 1.60 -4.68 -5.42
27 O 1.36 -3.87 -5.88
28 H -1.38 1.52 0.08
29 O -4.67 -0.97 4.54
30 O 1.82 2.44 -0.78
31 C -2.33 2.01 0.20
32 H -3.58 -1.73 2.26
33 C 3.68 1.16 -1.69
34 O 0.03 1.03 2.47
35 H 5.39 0.27 -2.52
36 H -0.91 1.51 4.93
37 H -0.44 -4.98 2.09
38 C 1.11 -1.65 -2.97
39 C 1.12 -2.78 -5.08
40 H -5.51 2.10 -0.64
41 O -0.41 0.14 -2.60
42 C 0.88 -3.50 1.21
43 H -1.53 -0.75 1.31
44 H 4.72 4.49 -3.39
45 C -1.88 3.85 1.73
46 H -2.79 4.26 3.73
47 C 0.56 -4.60 1.99
48 H -1.12 3.26 2.22
49 C -2.61 0.21 4.87
50 C -3.49 0.41 -1.44
51 H 1.40 -1.64 -1.93
52 H -3.39 5.36 2.53
53 O 6.08 2.37 -4.15
54 C -4.17 3.25 0.78
55 C 4.81 1.17 -2.45
56 C 5.13 2.38 -3.14
57 H 4.18 -3.29 1.91
58 C -2.51 4.80 2.83
59 C 2.24 -3.08 1.18
60 C 2.97 2.37 -1.51
61 H -1.35 4.52 1.04
62 H 1.85 -1.29 0.32
63 C -1.09 0.44 3.01
64 C 3.21 -3.76 1.94
65 N -2.78 3.09 0.91
66 C -0.01 -2.09 -5.48
67 H -1.74 5.55 3.05
68 H -3.32 -0.53 -0.91
69 C -3.41 -0.66 4.16
70 O 2.53 -1.94 0.48
71 H 0.10 -2.90 0.77
72 H -4.45 0.43 -1.95
73 F 0.64 0.10 -0.15
74 H 3.43 0.31 -1.07
75 C -0.54 -1.08 -4.63
76 H 2.60 -3.11 -3.60

## Properties
Gap between HOMO and LUMO (alpha / beta)   6.6 / 2.8 eV
Energy   -1975.15436 Ha
E_HOMO (alpha / beta)   -9.4 / -9.4 eV
Multiplicity   2
Expectation value of S²   0.767
Charge   +1
M   570.61 g mol⁻¹



# 2
Entry from OMol25: a structure of composition C30H35N3O6S3Ti (ωB97M-V with the def2-TZVPD basis set).

Cartesian coordinates (Å):
1 S 4.89 -0.09 0.90
2 O -1.84 1.05 -0.26
3 H -3.28 3.43 4.15
4 H -2.13 -2.36 -3.08
5 C -0.41 2.66 -2.11
6 H -0.93 -1.03 -4.58
7 O 2.48 -1.82 -2.59
8 H -0.06 1.11 -4.33
9 H -0.13 3.23 -3.01
10 N 0.72 1.56 0.46
11 H 6.59 -1.96 3.96
12 H -0.11 -1.73 3.58
13 H 6.01 -4.19 3.13
14 H 6.72 -5.12 1.81
15 C 0.20 2.15 1.46
16 O 4.85 -1.32 3.22
17 H -1.59 1.14 -3.45
18 H 3.39 1.94 -1.55
19 O 1.16 -1.20 -0.67
20 C 6.25 -1.44 3.07
21 C -0.58 0.72 -3.44
22 H 1.94 0.28 -2.48
23 C -1.22 2.17 1.76
24 H -4.28 1.40 0.50
25 H -1.62 -5.07 0.26
26 H -0.88 3.21 3.60
27 C 3.48 -4.05 1.77
28 C -0.56 -3.80 3.21
29 C -0.99 -4.75 2.27
30 H 2.59 0.67 0.28
31 C -1.63 2.82 2.93
32 C -3.92 2.42 2.36
33 H 5.38 -5.79 2.75
34 C -3.54 1.80 1.19
35 Ti -0.31 -0.04 -0.34
36 C -2.19 1.65 0.87
37 C 4.80 -4.26 1.37
38 C -0.71 -0.79 -3.53
39 C -1.84 -1.37 -2.69
40 C 2.98 -3.05 -0.33
41 C 2.13 1.65 0.11
42 C 5.18 -3.86 0.09
43 N 0.09 1.27 -2.24
44 C 1.57 1.31 -2.42
45 H 0.01 3.15 -1.24
46 H -1.05 -5.79 2.55
47 N -1.49 -1.50 -1.29
48 H 2.64 2.34 0.80
49 C -1.32 -4.34 1.00
50 C -1.23 -2.99 0.62
51 H -1.49 2.64 -2.01
52 H -0.28 -4.12 4.20
53 H 4.57 -2.90 -1.74
54 C -2.97 2.94 3.24
55 S 2.49 -0.58 2.64
56 C 5.78 -4.88 2.31
57 H -2.72 -0.71 -2.75
58 C -0.47 -2.46 2.87
59 S 1.81 -2.37 -1.44
60 H 1.77 1.79 -3.39
61 O 0.77 -3.36 -1.69
62 H 6.20 -4.01 -0.23
63 H -1.95 -3.49 -1.34
64 C 2.57 -3.45 0.93
65 H 0.24 -1.30 -3.31
66 H 6.73 -0.46 2.99
67 H 3.18 -4.32 2.78
68 C 4.27 -3.25 -0.76
69 C -1.56 -2.66 -0.74
70 H -4.97 2.52 2.59
71 H 0.85 2.72 2.14
72 H 2.13 3.16 -1.45
73 C 2.32 2.09 -1.34
74 C 4.14 -0.64 2.30
75 H 1.56 -3.28 1.26
76 H 6.50 -2.01 2.17
77 C -0.80 -2.05 1.58
78 O -0.73 -0.76 1.27

## Properties
Gap between HOMO and LUMO   5.4 eV
Energy   -3824.06451 Ha
E_HOMO   -6.4 eV
Multiplicity   1
Charge   0
M   677.69 g mol⁻¹



# 3
Entry from OMol25: a structure of composition C30H35N7OS5SiZr (ωB97M-V with the def2-TZVPD basis set).

Cartesian coordinates (Å):
1 C -3.17 -0.63 -3.47
2 N 0.37 1.58 -0.59
3 N -2.86 -1.06 0.92
4 C 0.42 1.97 -1.88
5 C -3.72 -2.29 2.78
6 C -4.61 -2.93 1.94
7 C -1.39 0.67 -2.77
8 S 0.56 -0.88 2.17
9 H -3.19 2.06 4.18
10 H 6.73 -0.71 -2.87
11 H 0.06 1.43 3.59
12 N -0.42 1.50 -2.88
13 C -3.74 -1.66 0.10
14 C 4.86 -1.35 2.10
15 H -4.86 -1.87 -3.94
16 H -3.68 -2.50 3.84
17 H 5.39 -2.18 -0.52
18 S -1.06 -4.90 1.72
19 S -0.83 -2.74 -0.33
20 C -0.55 -3.27 1.30
21 C 0.00 -2.56 2.29
22 N 3.26 -0.90 0.28
23 H 5.67 -0.90 2.69
24 H -2.84 0.05 -7.22
25 H 0.75 3.01 3.17
26 H 1.18 1.73 1.32
27 C -2.89 -1.34 2.24
28 C 4.39 -0.38 1.03
29 H 6.57 -0.01 -1.26
30 H -3.00 3.81 4.31
31 C 2.33 3.35 -1.39
32 H 5.23 -2.28 1.68
33 H 4.08 0.55 1.50
34 C -2.02 0.46 -5.28
35 H -2.09 2.36 0.14
36 H 3.09 4.05 -1.72
37 H 5.49 -2.73 -2.17
38 N -3.81 -1.43 -1.28
39 H -4.63 -1.41 -6.38
40 O -0.72 -5.78 4.18
41 C 1.39 2.89 -2.28
42 S 1.54 -1.00 -1.73
43 H -1.22 1.11 -5.63
44 H -2.21 -0.78 2.86
45 H -5.28 -3.69 2.32
46 H -0.36 2.86 4.53
47 C -3.10 2.99 3.60
48 C 5.42 -1.83 -1.55
49 H 1.39 3.18 -3.32
50 C 3.09 -1.01 -1.05
51 Si -1.64 2.90 2.44
52 H 2.38 -0.96 0.79
53 C -0.55 -4.87 3.41
54 C -4.64 -2.59 0.60
55 C -1.31 4.60 1.72
56 H -4.03 3.13 3.04
57 N 4.16 -1.17 -1.87
58 N -1.93 0.08 -1.64
59 C -2.17 0.20 -3.94
60 C -3.03 -0.72 -2.00
61 H 7.55 -1.46 -1.50
62 H 5.19 -0.12 0.34
63 H -2.24 5.14 1.53
64 H -5.32 -3.05 -0.10
65 C -3.94 -0.96 -5.68
66 Zr -0.93 -0.07 0.21
67 H 3.88 -1.18 -2.84
68 H 2.98 3.28 0.68
69 C -2.92 -0.13 -6.15
70 C 6.64 -0.95 -1.81
71 C 2.28 2.93 -0.06
72 C -2.05 1.74 1.05
73 H -0.78 4.52 0.77
74 S 0.14 -3.30 3.87
75 C -4.08 -1.22 -4.32
76 H 4.04 -1.59 2.78
77 H -3.08 1.41 1.22
78 C -0.16 2.50 3.52
79 C 1.28 2.06 0.29
80 H -0.70 5.22 2.39

## Properties
Gap between HOMO and LUMO   5.8 eV
Energy   -3950.41410 Ha
E_HOMO   -6.8 eV
Multiplicity   1
Charge   0
M   789.30 g mol⁻¹